Record 1
# C6H6Cl2InN2O3Y

A structure of composition C6H6Cl2InN2O3Y at a distorted geometry (the ωB97M-V functional and the def2-TZVPD basis, the OMol25 dataset).

CARTESIAN COORDINATES (ANGSTROEM)
In -0.387 0.574 -1.274
Y 0.256 0.190 -4.943
Cl 2.073 -0.540 -3.405
Cl -1.871 1.164 -3.831
O 0.373 -1.625 -8.018
O -1.365 -2.737 -0.592
O 0.256 1.834 -8.080
N -0.091 0.492 1.289
N 0.097 0.243 3.752
C -0.009 0.392 2.456
C 0.599 1.355 4.586
C -0.283 -0.980 4.436
C 0.284 -1.204 -6.932
C 0.350 1.433 -6.987
C -1.351 -1.603 -0.753
H -1.330 -1.247 4.239
H -0.145 -0.804 5.507
H 0.544 1.007 5.629
H 1.653 1.589 4.337
H 0.350 -1.811 4.125
H -0.005 2.277 4.459

Computed properties:
* total charge: +4
* LUMO (alpha / beta): -17.77 / -17.08 eV
* frontier orbital gap (alpha / beta): 0.242 / 0.241 hartree
* relative energy (zero: lowest compared OMol25 entry of this formula, charge and spin): 0.180 eV
* E_HOMO (alpha / beta): -24.4 / -23.6 eV

***

Record 2
# C3H7N4

The ion C3H7N4 with charge +1 at a distorted geometry (the ωB97M-V functional and the def2-TZVPD basis, the OMol25 dataset).

CARTESIAN COORDINATES (ANGSTROEM)
N -1.395 1.321 -0.400
N 0.958 -0.059 0.300
N 1.714 -1.083 -0.323
N 0.827 1.135 -0.229
C -1.062 -0.899 0.240
C -1.595 0.358 0.522
C -0.229 1.583 -0.929
H -0.056 2.291 -1.587
H -2.010 0.752 1.563
H -0.896 -1.317 -0.719
H -1.143 -1.503 1.154
H 1.141 0.143 1.304
H 2.256 -1.466 0.393
H 1.490 -1.256 -1.288

Computed properties:
* total charge: +1
* LUMO (alpha / beta): -6.21 / -6.21 eV
* frontier orbital gap (alpha / beta): 0.286 / 0.286 hartree
* relative energy (zero: lowest compared OMol25 entry of this formula, charge and spin): 6.875 eV
* SMILES: C=C/N=C\N=[NH+]\N
* E_HOMO (alpha / beta): -14.0 / -14.0 eV

***

Record 3
# C3H2ClNO2

A cluster of 2 separate species, C3H2ClNO2 in total at a distorted geometry (the ωB97M-V functional and the def2-TZVPD basis, the OMol25 dataset).

CARTESIAN COORDINATES (ANGSTROEM)
Cl 0.051 2.323 -0.161
O 0.425 -1.932 1.909
O 1.733 -1.253 -1.585
N -0.033 -0.344 0.213
C -0.911 0.788 -0.060
C 0.184 -1.073 1.156
C 1.495 -0.215 -1.183
H -1.513 1.014 0.805
H -1.431 0.692 -1.094

Computed properties:
* total charge: 0
* LUMO: 0.40 eV
* frontier orbital gap: 0.389 hartree
* relative energy (zero: lowest compared OMol25 entry of this formula, charge and spin): 1.395 eV
* E_HOMO: -10.2 eV

***

> Among the records above, which one has the lowest relative energy (zero: lowest compared OMol25 entry of this formula, charge and spin)?

C6H6Cl2InN2O3Y